Entry 1:
{"formula": "C39H36ClIIrN8O6S2", "method": "ωB97M-V with the def2-TZVPD basis set", "total_charge": 2, "s2": 0.79, "multiplicity": 2, "gap_ha": [0.2438, 0.1741], "relative_energy_kj_mol": 0.00, "total_energy_ha": -4055.458244, "species": ["Ir", "C", "C", "C", "C", "C", "C", "C", "S", "O", "O", "N", "C", "C", "C", "C", "C", "C", "C", "C", "N", "C", "H", "H", "H", "H", "H", "H", "H", "H", "H", "H", "H", "H", "H", "O", "C", "O", "C", "C", "Cl", "N", "N", "C", "C", "O", "O", "C", "C", "C", "C", "C", "C", "H", "H", "H", "H", "H", "H", "I", "C", "C", "C", "C", "N", "C", "H", "H", "H", "H", "C", "C", "C", "N", "H", "H", "H", "H", "H", "C", "N", "C", "C", "N", "C", "S", "H", "H", "H", "H", "H", "H", "H", "H"], "xyz": [[0.0183, -0.4323, 0.9049], [6.8618, -0.0625, 4.5890], [5.7036, 0.4694, 3.7957], [5.7753, 1.7083, 3.1655], [4.6957, 2.2166, 2.4602], [3.5303, 1.4647, 2.3878], [3.4217, 0.2276, 3.0184], [4.5139, -0.2601, 3.7092], [2.1544, 2.1790, 1.5808], [1.0743, 2.3951, 2.4818], [2.6015, 3.2188, 0.7162], [1.5740, 0.8843, 0.5514], [2.1014, 0.7551, -0.6700], [3.3482, 1.2658, -1.1134], [3.7424, 1.1102, -2.4358], [2.9316, 0.4811, -3.3563], [1.6707, -0.0549, -2.9679], [0.7862, -0.6848, -3.8633], [-0.4187, -1.1480, -3.4010], [-0.7318, -1.0038, -2.0476], [0.0914, -0.4252, -1.1873], [1.2767, 0.0553, -1.6321], [7.7770, 0.4852, 4.3750], [7.0318, -1.1187, 4.3806], [6.6571, 0.0305, 5.6572], [6.6858, 2.2896, 3.2337], [4.7525, 3.1811, 1.9738], [2.4827, -0.3114, 3.0173], [4.4400, -1.2111, 4.2243], [4.0000, 1.7685, -0.4182], [4.7018, 1.5011, -2.7450], [3.2453, 0.3823, -4.3878], [1.0632, -0.7939, -4.9046], [-1.1290, -1.6310, -4.0568], [-1.6766, -1.3524, -1.6576], [-1.8099, 2.7937, 5.3722], [-2.5866, 3.0247, 4.3280], [-3.4970, 3.8024, 4.3445], [-2.2870, 2.2658, 3.0635], [-3.0092, 2.3988, 1.8834], [-4.3052, 3.3980, 1.4896], [-2.4980, 1.5637, 0.9466], [-1.4503, 0.9010, 1.4827], [-1.3336, 1.2946, 2.7457], [-0.3513, 0.5315, 3.5688], [-0.1821, 0.7347, 4.7484], [0.2318, -0.4371, 2.9015], [-3.2119, 1.0907, -0.2147], [-2.6631, 1.1924, -1.4783], [-3.4010, 0.7363, -2.5649], [-4.6609, 0.1874, -2.3772], [-5.1945, 0.0868, -1.0963], [-4.4706, 0.5376, -0.0064], [-1.1520, 2.0770, 5.2147], [-1.6987, 1.6780, -1.5936], [-2.9902, 0.8315, -3.5626], [-5.2364, -0.1537, -3.2276], [-6.1787, -0.3362, -0.9467], [-4.8750, 0.4611, 0.9970], [-5.0843, -2.2929, 3.3525], [-3.5269, -2.6668, 2.0398], [-3.5178, -3.7711, 1.2032], [-2.4349, -3.9488, 0.3560], [-1.4263, -3.0090, 0.3414], [-1.4492, -1.9216, 1.1292], [-2.4696, -1.7733, 1.9856], [-4.3321, -4.4830, 1.2160], [-2.3730, -4.8106, -0.2934], [-0.5664, -3.1211, -0.3030], [-2.4404, -0.9252, 2.6489], [4.6258, -3.1717, 0.9738], [3.2484, -3.6215, 1.4776], [2.2049, -2.6703, 1.1094], [1.4113, -1.8965, 0.8261], [5.3855, -3.8244, 1.3978], [4.8383, -2.1492, 1.2834], [4.6847, -3.2374, -0.1110], [3.2247, -3.7011, 2.5666], [2.9681, -4.5967, 1.0762], [-2.5079, 5.3560, -1.3790], [-1.9452, 4.6406, -2.5036], [-2.3629, 4.9500, -3.8691], [-1.3986, 4.1181, -4.7347], [-0.5671, 3.4630, -3.7266], [-0.8558, 3.8658, -2.4658], [0.0058, 3.4279, -1.0922], [-3.5957, 5.3316, -1.4427], [-2.1745, 6.3959, -1.3768], [-2.1839, 4.8792, -0.4579], [-2.2683, 6.0214, -4.0548], [-3.4060, 4.6707, -4.0205], [-0.8027, 4.7460, -5.3959], [-1.9269, 3.3835, -5.3416], [0.3287, 3.0550, -3.9206]], "forces_ev_per_a": [[-0.448, -0.379, -0.143], [-0.017, 0.016, -0.012], [0.034, -0.022, 0.016], [-0.006, -0.001, -0.012], [0.035, -0.063, -0.107], [0.007, -0.022, 0.029], [-0.052, 0.073, 0.108], [0.001, -0.015, -0.013], [0.129, -0.068, 0.056], [-0.044, -0.052, -0.008], [0.017, 0.015, 0.048], [-0.055, 0.087, -0.098], [-0.071, 0.182, -0.037], [-0.092, -0.050, -0.023], [-0.012, 0.003, 0.000], [-0.003, -0.006, -0.005], [-0.005, 0.023, -0.009], [0.001, 0.000, 0.010], [-0.006, -0.007, -0.024], [-0.018, 0.049, -0.026], [0.018, -0.271, 0.277], [0.054, 0.132, 0.053], [0.002, -0.001, 0.000], [-0.002, -0.001, 0.001], [0.002, 0.001, 0.001], [-0.003, 0.004, -0.001], [0.002, 0.009, 0.015], [-0.011, 0.000, 0.002], [-0.005, 0.006, 0.000], [0.014, 0.004, 0.006], [0.001, -0.002, -0.001], [0.003, -0.001, 0.001], [-0.005, 0.000, 0.001], [-0.003, 0.011, -0.002], [0.010, -0.040, 0.014], [-0.041, -0.052, -0.070], [0.116, -0.023, -0.010], [-0.016, 0.039, 0.019], [-0.169, -0.052, -0.083], [0.117, 0.053, -0.092], [-0.051, 0.043, 0.086], [-0.011, 0.070, -0.098], [0.323, 0.027, -0.167], [-0.108, 0.102, 0.080], [0.163, -0.126, 0.051], [-0.056, 0.014, -0.055], [-0.025, 0.016, 0.180], [0.110, -0.105, 0.030], [-0.046, 0.326, 0.021], [-0.018, 0.025, 0.030], [0.010, -0.008, 0.001], [-0.017, -0.034, -0.026], [0.073, -0.147, 0.027], [0.013, 0.024, 0.045], [-0.071, -0.119, -0.001], [-0.011, 0.002, -0.006], [-0.005, 0.004, 0.002], [0.000, 0.001, -0.009], [-0.004, 0.030, -0.041], [-0.025, 0.011, 0.019], [0.022, 0.018, 0.028], [-0.014, -0.019, -0.011], [0.026, -0.012, -0.005], [0.014, -0.053, 0.066], [-0.040, 0.192, -0.075], [0.059, -0.104, -0.015], [0.006, -0.005, 0.011], [0.004, 0.004, -0.004], [-0.015, 0.017, -0.030], [-0.025, 0.027, -0.027], [-0.006, 0.000, 0.005], [-0.013, 0.030, -0.043], [0.077, -0.059, -0.067], [0.121, 0.175, 0.200], [-0.003, -0.014, -0.018], [0.011, -0.002, 0.017], [-0.005, 0.025, -0.001], [-0.015, 0.021, 0.005], [0.004, -0.009, 0.009], [-0.010, -0.026, -0.011], [0.046, 0.025, -0.023], [-0.003, 0.011, 0.018], [0.027, 0.016, -0.005], [-0.083, -0.114, -0.010], [-0.136, 0.113, 0.114], [0.188, -0.075, -0.187], [-0.001, -0.004, 0.005], [-0.009, 0.002, 0.003], [0.008, 0.011, -0.008], [-0.004, 0.000, -0.010], [-0.003, -0.005, 0.009], [0.013, -0.003, 0.007], [-0.002, 0.007, -0.006], [0.040, 0.070, 0.007]]}

Entry 2:
{"formula": "C39H36ClMnN3Si2", "method": "ωB97M-V with the def2-TZVPD basis set", "s2": 8.82, "multiplicity": 6, "gap_ha": [0.1297, 0.1687], "relative_energy_kj_mol": 0.00, "total_energy_ha": -3862.086424, "species": ["C", "C", "C", "H", "C", "C", "H", "H", "H", "H", "Mn", "Si", "C", "C", "H", "C", "H", "C", "H", "C", "H", "C", "H", "C", "C", "H", "C", "H", "C", "H", "C", "H", "C", "H", "H", "Si", "C", "C", "H", "C", "H", "C", "H", "C", "H", "C", "H", "C", "C", "H", "C", "H", "C", "H", "C", "H", "C", "H", "H", "Cl", "N", "C", "C", "C", "C", "C", "N", "C", "C", "C", "C", "C", "N", "H", "H", "H", "H", "H", "H", "H", "H", "H"], "xyz": [[-1.8292, -0.4385, 4.6762], [-2.4059, 0.0133, 3.4468], [-2.1761, -0.9980, 2.4573], [-3.0019, 0.9164, 3.3116], [-1.4251, -2.0567, 3.0597], [-1.2422, -1.7223, 4.4391], [-0.7884, -2.3607, 5.2023], [-1.9032, 0.0554, 5.6419], [-2.5947, -1.0187, 1.4543], [-1.1337, -2.9836, 2.5804], [-0.2719, -0.2324, 3.1813], [0.0031, -0.2187, -3.2983], [0.2656, 1.3344, -4.2873], [1.5272, 1.6614, -4.8039], [2.3905, 1.0417, -4.5412], [1.6693, 2.7747, -5.6408], [2.6528, 3.0150, -6.0474], [0.5551, 3.5530, -5.9741], [0.6625, 4.4000, -6.6531], [-0.6932, 3.2557, -5.4119], [-1.5601, 3.8696, -5.6596], [-0.8364, 2.1612, -4.5573], [-1.8015, 1.9394, -4.0956], [0.5596, -1.6339, -4.3637], [-0.0308, -1.7147, -5.6390], [-0.7588, -0.9618, -5.9547], [0.2941, -2.7611, -6.5072], [-0.1530, -2.8106, -7.5036], [1.2030, -3.7491, -6.1028], [1.4657, -4.5655, -6.7827], [1.7739, -3.6795, -4.8250], [2.4888, -4.4430, -4.5130], [1.4353, -2.6436, -3.9436], [1.8424, -2.6053, -2.9346], [-1.4685, -0.3918, -3.2720], [0.4384, -0.1240, -0.8711], [-0.6283, -1.6831, -0.6417], [-1.9850, -1.8001, -1.0144], [-2.5841, -0.9064, -1.2716], [-2.5803, -3.0715, -1.1247], [-3.6223, -3.1495, -1.4523], [-1.8484, -4.2222, -0.8304], [-2.2774, -5.2073, -1.0166], [-0.5797, -4.0936, -0.2608], [-0.0426, -4.9733, 0.0821], [0.0176, -2.8319, -0.1481], [1.0132, -2.7499, 0.2907], [-0.5117, 1.4931, -0.7395], [-1.8307, 1.4595, -0.2567], [-2.2273, 0.5555, 0.2341], [-2.6614, 2.5712, -0.4436], [-3.6954, 2.5268, -0.0995], [-2.1571, 3.7235, -1.0585], [-2.8235, 4.5636, -1.2610], [-0.7938, 3.8154, -1.3470], [-0.3808, 4.7496, -1.7374], [0.0436, 2.7193, -1.1381], [1.1160, 2.7966, -1.3554], [1.6897, -0.1526, -1.6235], [1.4931, 0.0058, 1.0374], [1.2040, 0.8774, 5.7244], [0.7412, 1.9248, 4.9168], [0.8688, 3.2343, 5.3881], [0.5147, 4.2957, 4.5521], [0.0417, 3.9999, 3.2609], [-0.1045, 2.6772, 2.8757], [0.2021, 1.6375, 3.7149], [1.7709, -0.3270, 5.2887], [2.6758, -0.9901, 6.1291], [3.3076, -2.1509, 5.6784], [3.0357, -2.5829, 4.3707], [2.0986, -1.9112, 3.6014], [1.4290, -0.8167, 4.0841], [1.5305, 1.1746, 6.6330], [1.2575, 3.3594, 6.3981], [0.6367, 5.3260, 4.8829], [-0.2206, 4.7902, 2.5539], [-0.5100, 2.3858, 1.9010], [2.8425, -0.5584, 7.1133], [4.0240, -2.6870, 6.3098], [3.5419, -3.4430, 3.9355], [1.8155, -2.2320, 2.5961]], "forces_ev_per_a": [[-0.608, -1.370, 0.412], [0.079, -0.232, -0.253], [-0.281, -0.250, 0.166], [0.370, -0.249, 0.020], [-0.503, 0.053, 0.308], [-1.172, 0.121, 0.447], [0.067, 0.409, -0.448], [0.215, -0.041, -0.334], [0.292, 0.034, 0.305], [0.009, 0.169, 0.084], [0.648, 1.083, -0.089], [-1.400, 0.100, -1.631], [0.254, 0.305, 0.347], [-0.264, 0.378, -0.169], [-0.219, 0.227, -0.240], [0.002, -0.211, 0.042], [-0.285, -0.008, 0.079], [-0.027, -0.239, 0.345], [-0.027, -0.233, 0.204], [0.106, -0.070, -0.103], [0.234, -0.126, 0.100], [0.287, 0.127, -0.184], [0.234, 0.070, -0.201], [0.301, -0.666, 0.174], [0.237, -0.257, -0.107], [0.287, -0.165, 0.065], [0.098, -0.053, 0.206], [0.100, 0.032, 0.364], [0.012, 0.356, 0.301], [-0.082, 0.322, 0.288], [-0.073, -0.081, -0.031], [-0.240, 0.176, -0.063], [-0.130, 0.031, -0.703], [0.077, -0.114, -0.214], [-0.176, 0.194, 0.158], [-0.859, 0.332, 2.542], [0.085, -0.031, 0.128], [-0.054, -0.378, -0.432], [0.513, -0.693, 0.007], [0.094, 0.568, 0.081], [0.433, 0.027, 0.077], [0.082, 0.231, 0.245], [0.080, 0.259, 0.194], [-0.032, 0.290, -0.091], [-0.050, 0.096, -0.087], [-0.198, -0.276, -0.464], [-0.178, -0.019, -0.189], [0.219, -0.181, 0.088], [-0.355, 0.128, -0.459], [0.267, 0.628, -0.431], [0.289, -0.055, 0.133], [0.243, 0.078, -0.146], [-0.033, -0.171, 0.287], [0.231, -0.203, 0.082], [0.102, 0.137, 0.180], [-0.139, -0.320, 0.135], [-0.325, -0.113, -0.506], [-0.459, -0.052, -0.070], [0.734, -0.091, -0.404], [0.096, -0.152, -0.395], [0.305, -0.226, -0.585], [0.451, -0.057, 0.932], [-0.381, 0.167, -0.400], [0.452, -0.195, 1.110], [-0.465, -0.825, -1.208], [-0.010, 0.840, 0.734], [0.054, 0.049, -1.232], [0.015, 0.617, 0.860], [-0.015, -0.577, -0.200], [-0.013, 0.841, 0.975], [-0.663, -0.163, -1.486], [0.467, -0.200, 1.333], [0.419, -0.363, -1.306], [-0.031, -0.044, -0.200], [-0.020, 0.263, -0.250], [-0.044, -0.277, -0.061], [0.103, -0.268, 0.249], [0.220, 0.229, 0.355], [0.191, -0.224, -0.093], [-0.322, 0.293, -0.252], [-0.094, 0.174, 0.171], [0.177, 0.090, 0.404]]}